A structure of composition C10H23Br4NO7V2 in a non-equilibrium geometry. Source: OMol25; level of theory: ωB97M-V/def2-TZVPD.

The geometry in XYZ format:
```
47
Properties=species:S:1:pos:R:3:forces:R:3
Br 6.0163 -5.3032 4.4237 -0.436 0.521 -0.373
Br -3.3994 3.1987 -5.5514 0.214 -0.491 0.023
Br -0.7909 3.6211 -7.8637 0.213 -0.436 0.384
Br 2.4521 -2.5763 5.6317 0.245 -0.078 -0.151
V 3.8617 -5.2606 -2.4891 -1.994 0.623 -1.843
V 0.8819 -1.2055 -0.2830 0.206 1.116 -3.134
O 0.2044 -1.4089 -1.7558 1.147 -0.161 3.328
O -4.8997 2.2964 0.7009 0.452 0.529 0.579
O 3.2112 1.5761 -0.7459 2.233 -1.462 -0.842
O 2.2941 -5.2738 -2.1888 1.942 -0.022 -0.038
O 0.5720 -2.3215 0.7631 -0.168 -0.124 -0.574
O 4.3964 -1.2171 -1.1011 1.214 2.793 -0.495
O 3.9993 -5.2448 -4.0807 0.136 -0.113 2.029
N -2.4989 1.0158 1.3469 -0.710 -0.034 0.075
C 4.0286 -3.7901 5.6844 -0.814 0.655 0.038
C 4.4231 1.3715 -1.4465 -3.857 1.376 1.151
C -4.6468 2.0067 2.0994 -0.866 -0.986 -1.324
C -3.5365 0.1849 3.4168 -0.195 0.181 0.800
C 5.2182 -0.0307 -1.3129 -1.722 -4.374 1.011
C -2.2264 1.7911 -6.2172 -0.846 -0.775 -0.555
C -0.8199 2.2359 -6.4489 -0.056 0.275 -0.285
C -3.7507 0.7785 2.0645 -0.488 -0.943 0.343
C 4.5697 -3.9371 4.2448 -0.146 -0.753 2.015
C -5.4479 3.5957 0.4855 -0.186 -0.876 0.788
H -4.4939 0.0242 3.9124 -0.138 0.178 0.067
H -1.9618 1.6373 1.9346 0.376 0.229 0.119
H -4.8422 4.2874 1.0710 0.062 0.582 -0.580
H -0.2704 1.3754 -6.8304 0.223 0.244 0.039
H -4.3195 -0.0133 1.5770 -0.015 0.243 -0.802
H 4.6316 -3.3413 6.4738 0.468 -0.070 -0.610
H 3.7423 -4.3856 3.6948 0.494 0.193 -0.461
H -3.1015 -0.8130 3.3598 0.503 0.290 0.020
H -2.8792 1.5995 0.6157 0.684 0.257 -0.858
H 4.1684 1.4389 -2.5042 0.262 -0.269 -0.436
H -4.2479 2.8285 2.6941 0.293 0.360 -0.300
H 5.8020 -0.2501 -2.2068 -0.082 0.714 -0.342
H -6.4549 3.6321 0.9011 -0.268 0.063 0.073
H 5.8965 0.0975 -0.4693 -0.098 0.143 0.343
H 4.9939 -3.0212 3.8333 -0.175 -0.294 -0.007
H -2.6592 1.3827 -7.1304 -0.078 0.790 -0.422
H -5.6109 1.7193 2.5191 -0.125 0.058 0.387
H 5.0937 2.1782 -1.1504 0.592 -0.198 -0.083
H 3.5810 -4.6893 6.1079 0.352 -0.158 -0.473
H -0.3450 2.6717 -5.5699 -0.036 -0.099 -0.184
H -5.5391 3.7680 -0.5869 0.464 0.181 0.169
H -2.3217 0.8708 -5.6408 0.371 0.488 1.017
H -2.9742 0.8997 4.0176 0.352 -0.366 0.372
```
Positions in Å, forces in eV/Å.

## Properties
Energy = -358096.8281 eV
LUMO = -0.144 hartree
HOMO-LUMO gap = 2.63 eV
Highest occupied orbital energy = -6.543 eV
Multiplicity = 1